Below is C37H33F2Ge as an isolated structure in a non-equilibrium geometry, with properties calculated with the ωB97M-V functional and the def2-TZVPD basis.

The HOMO energy comes out at -10.96 eV. As for the total energy: -3706.05354 a.u. As for the charge: +1. The calculation puts the HOMO-LUMO gap at 5.7 eV.

The geometry in XYZ format:
```
73
Properties=species:S:1:pos:R:3:forces:R:3
H -2.177974 0.215057 -1.564450 0.2 -0.3 0.2
C 4.851212 -2.990297 -3.092076 -0.3 0.2 0.1
C 1.101937 -3.541664 3.461495 0.2 0.2 0.0
C 2.546780 -1.456259 -2.548541 0.5 -0.5 0.6
Ge 1.011265 -0.317340 -2.200107 0.3 0.2 -1.3
H 0.824476 -1.246213 0.135127 -0.1 0.4 0.5
C 3.891131 -2.790931 -4.090289 -0.2 0.3 0.3
C -0.110422 -2.879690 3.292857 -0.1 0.3 -0.3
H -0.783467 1.048843 3.664672 -0.4 -0.5 0.4
C -2.211763 -0.603604 -4.923480 0.2 0.0 0.1
H 3.384621 -1.214611 -0.561025 0.1 -0.2 -0.2
H 2.505319 5.021919 -4.073001 -0.1 -0.3 0.1
C 4.662599 -2.425766 -1.823770 -0.2 0.1 0.0
C -0.920220 -0.021741 0.128100 0.5 -1.1 -1.1
C -1.604124 -0.913263 1.107599 -1.1 -0.5 -1.5
C -1.454675 -0.807064 2.621735 0.3 -0.6 1.6
H -5.413867 4.437216 5.478042 0.2 -0.2 0.1
H -1.295550 -1.953515 0.842425 0.0 0.6 0.0
H -1.759782 -3.945406 -4.406697 0.0 0.4 0.0
H 3.273686 -3.310269 3.449964 -0.3 0.2 0.0
H 1.171899 0.504596 0.142871 -0.2 0.2 -0.2
H -2.690135 -0.850112 0.900937 0.5 0.1 0.0
H -2.635204 1.247650 -0.190136 0.2 -0.4 -0.1
H -3.202399 -2.364530 -5.697117 0.2 0.1 0.2
H -2.265443 -1.461876 3.022386 0.5 0.4 -0.5
C 2.240822 -1.431882 3.260217 0.3 0.4 -0.1
H -3.858999 4.622192 7.447881 0.0 -0.2 -0.1
C -2.418578 -1.982014 -5.040564 0.2 0.1 0.2
H 4.028741 -3.218893 -5.086106 0.0 0.1 0.4
C 1.513283 1.464599 -2.781809 0.1 0.7 0.3
H 5.410216 -2.574870 -1.040931 -0.2 0.0 -0.3
C -0.139943 -1.491407 3.072511 -0.3 0.4 0.2
C -4.524770 3.810015 5.535165 0.2 0.1 0.3
C -2.866290 1.152684 3.466055 0.9 -0.6 -0.7
H -1.050540 -3.439363 3.304748 0.3 0.2 0.0
H 0.839169 4.769090 -2.219500 0.3 -0.2 -0.1
F -1.694978 3.200853 7.740504 -0.7 -0.1 -0.9
H 2.855965 0.727113 -4.317764 -0.1 0.3 0.1
C 3.517082 -1.660750 -1.549892 0.2 -0.3 -0.6
C 1.309634 3.890480 -2.668150 0.1 -0.2 0.1
C -1.193717 -0.109221 -4.094469 -0.2 -0.3 -0.1
C 2.741539 -2.031002 -3.818218 0.2 -0.1 0.1
H -1.281493 1.657714 5.665353 -0.2 0.1 0.2
C 2.421251 1.610868 -3.845946 -0.2 0.4 0.0
C -4.247889 2.914168 4.508564 0.2 -0.3 -0.1
H 2.000604 -1.890162 -4.608987 0.2 0.0 0.2
H 0.037380 -3.075646 -2.931809 -0.2 0.2 -0.2
C -0.599122 -2.375595 -3.478760 -0.4 0.1 -0.2
C -1.611207 -2.866660 -4.317358 0.2 0.1 0.1
C -1.776114 0.822530 -0.732895 -0.1 1.1 1.0
C 2.301051 -2.816618 3.395290 0.1 0.2 0.0
H -4.937138 2.807810 3.668501 0.1 0.1 0.3
H -1.250867 1.648898 -1.210973 0.1 -0.2 -0.1
H -3.747301 0.970136 2.831584 0.3 -0.6 0.5
H 5.743408 -3.583788 -3.301950 -0.3 0.2 0.1
C 1.029574 -0.739131 3.171645 0.4 -0.6 -0.4
C -0.389553 -0.991483 -3.351546 -0.7 -0.1 -0.1
C -2.194759 2.245124 5.623427 -0.8 0.2 -0.3
C 2.786673 2.886419 -4.302741 -0.2 -0.2 0.3
H 3.510415 2.981335 -5.115365 -0.2 0.0 0.3
C -1.672475 0.542186 3.274882 -0.5 0.6 -0.4
C -3.088479 2.119485 4.524223 0.1 1.3 1.0
H 1.120335 -4.627759 3.618484 0.0 0.6 -0.1
C -3.666015 3.926426 6.635792 0.0 -0.3 -0.5
H -2.838971 0.098660 -5.478925 0.2 -0.3 0.1
C 0.997778 2.618469 -2.166362 0.3 0.2 -0.6
H -1.019893 0.969631 -4.040309 -0.1 -0.3 0.0
C 2.225715 4.028625 -3.717660 -0.2 -0.3 0.1
H 1.015758 0.347550 3.104423 0.2 -0.3 -0.1
C 0.483097 -0.267107 -0.232826 -0.4 -0.6 0.6
F 3.408007 -0.700815 3.149119 -1.1 -0.8 0.3
C -2.533804 3.115531 6.655272 0.6 0.1 0.3
H 0.365476 2.544462 -1.279337 0.2 0.1 -0.3
```
Forces are in eV/Å.